{"formula": "C5H20MnN6O5", "method": "ωB97M-V/def2-TZVPD", "homo_ev": [-16.1, -17.0], "multiplicity": 6, "charge": 2, "s_squared": 8.7528, "orbital_gap_ev": [9.3181, 10.1596], "species": ["Mn", "C", "O", "N", "N", "H", "H", "H", "H", "C", "O", "N", "N", "H", "H", "H", "H", "C", "O", "N", "N", "H", "H", "H", "H", "C", "O", "H", "H", "H", "H", "C", "O", "H", "H", "H", "H"], "xyz": [[-0.10278, -0.30978, 0.16016], [1.18622, -1.59078, -1.79484], [0.82122, -2.70978, -2.53684], [0.69122, -0.38478, -1.94184], [1.58322, -1.57578, -0.51784], [0.04622, -0.39078, -2.84084], [1.45222, 0.33522, -2.05484], [1.68622, -2.64278, -0.46584], [2.56422, -1.20178, -0.30884], [-0.53978, 2.64922, -1.33184], [-1.02378, 1.56722, -0.69884], [-0.73378, 2.92322, -2.57884], [0.19822, 3.52622, -0.65784], [-1.24678, 2.25122, -3.15284], [-0.30078, 3.74122, -3.01184], [0.22922, 3.51122, 0.36716], [0.53322, 4.43622, -1.05384], [-1.18578, -0.53478, 2.81716], [-1.31378, -0.18278, 4.15516], [-1.33878, 0.27522, 1.79416], [-0.33578, -1.23878, 2.21716], [-1.16078, 1.28022, 2.13116], [-2.38778, 0.37222, 1.63916], [0.37522, -1.58278, 2.92016], [-0.88478, -2.13778, 2.23716], [-1.68978, -3.22378, -0.67884], [-1.57178, -1.83078, -0.48284], [-2.27678, -3.79878, 0.11716], [-0.62478, -3.66878, -0.65984], [-2.14778, -3.43178, -1.58184], [-2.42678, -1.44178, -0.74584], [2.03222, 1.06722, 1.78716], [1.42022, 1.12022, 0.48316], [2.74722, 0.18122, 1.86216], [1.28522, 0.87822, 2.49816], [2.46622, 2.01822, 1.89516], [1.97522, 1.74522, 0.01516]]}